Formula: C2H5NO3
Source: the OMol25 dataset
Level of theory: wB97M-V/def2-TZVPD

```
11
Properties=species:S:1:pos:R:3:forces:R:3
C -0.738 -0.550 -1.491 -0.13 -0.60 -0.06
N 0.297 -0.173 -0.548 -0.87 -1.06 0.52
O -0.258 -0.625 0.851 1.95 2.44 -2.57
C 0.133 0.563 1.399 -1.45 -0.10 5.17
O -0.600 1.123 2.226 1.35 -0.66 -2.50
O 1.468 0.845 1.375 -0.76 -0.08 -0.37
H -0.397 -0.348 -2.511 0.09 0.24 0.21
H -0.953 -1.622 -1.441 -0.15 0.05 0.02
H -1.652 0.012 -1.283 0.24 -0.02 -0.06
H 1.129 -0.755 -0.633 -0.21 -0.02 -0.07
H 1.572 1.531 2.057 -0.06 -0.18 -0.30
```
Forces are in eV/Å.

## Properties
E_HOMO: -10.42 eV
Calculated total energy: -359.61079 hartree
SMILES: CNOC(=O)O
ΔE to the lowest compared entry with this formula, charge and spin: 258.68 kJ/mol

***

Formula: C3H8N4
Source: the OMol25 dataset
Level of theory: wB97M-V/def2-TZVPD

```
15
Properties=species:S:1:pos:R:3:forces:R:3
C -0.197 -0.673 -0.426 -0.91 -1.26 -1.64
C -1.123 -1.553 0.306 2.37 -2.18 1.43
C 0.060 1.396 -1.514 0.11 -1.32 -0.35
N 1.547 0.537 1.619 2.69 -1.06 0.74
N 2.628 0.262 1.532 1.46 0.46 -1.40
N 0.463 0.489 2.099 -3.08 -0.03 1.99
N -0.534 0.534 -0.529 0.52 -0.24 -0.26
H 0.556 -1.293 -1.029 -0.37 1.47 0.46
H -0.527 -2.110 1.077 -0.43 0.28 -0.41
H -1.517 -2.355 -0.312 -0.24 0.18 -0.35
H -1.846 -1.025 0.834 -1.48 0.94 0.60
H -0.799 1.696 -2.099 0.23 1.31 -0.02
H 0.749 2.055 -1.052 -0.24 1.79 0.51
H 0.737 0.933 -2.210 0.25 -1.07 -0.54
H -0.197 1.107 1.704 -0.88 0.73 -0.75
```
Forces are in eV/Å.

## Properties
E_HOMO: -9.73 eV
Calculated total energy: -338.00493 hartree
ΔE to the lowest compared entry with this formula, charge and spin: 390.83 kJ/mol

***

Formula: C5H12Cl3N2O2P
Source: the OMol25 dataset
Level of theory: wB97M-V/def2-TZVPD

```
25
Properties=species:S:1:pos:R:3:forces:R:3
C -1.673 -0.678 2.127 1.97 3.76 -0.07
C -1.111 -2.104 0.350 -0.76 -1.49 -1.91
C -0.198 0.588 -2.282 4.84 2.42 1.50
C -1.028 2.074 -0.636 0.91 1.32 1.94
C 0.676 0.450 0.086 -0.53 0.78 -2.79
N -1.505 -0.844 0.745 -0.06 0.89 -0.37
N 0.143 1.271 -0.957 -1.53 -1.18 0.30
O 3.327 -0.863 1.599 0.23 0.21 1.57
O 1.759 -0.225 -0.418 1.37 -0.42 0.68
P 3.229 -0.329 0.273 -1.23 1.08 -1.99
Cl 0.928 1.237 1.530 0.50 1.24 1.65
Cl 4.138 1.450 -0.261 -0.47 -0.80 0.69
Cl 3.928 -1.563 -1.047 0.97 -0.99 -1.12
H -0.690 -0.133 2.593 -2.18 -1.02 -1.13
H -2.458 0.118 2.096 0.18 -0.91 1.47
H -1.695 -1.540 2.726 -1.02 -1.37 0.83
H -0.293 -2.527 0.917 0.83 -0.01 0.10
H -1.961 -2.749 0.684 0.29 -0.28 -0.74
H -0.941 -2.157 -0.804 -0.25 -0.18 2.13
H 0.059 1.448 -2.960 -0.31 -1.51 -0.12
H 0.466 -0.269 -2.303 0.17 0.08 -0.83
H -1.155 0.280 -2.367 -3.33 -0.78 0.01
H -0.850 2.812 0.198 0.01 -1.07 -0.51
H -1.150 2.722 -1.455 -0.49 0.68 -1.30
H -1.942 1.531 -0.433 -0.12 -0.45 0.02
```
Forces are in eV/Å.

## Properties
E_HOMO (spin up / spin down): -6.90 / -9.52 eV
2S+1: 3
Calculated total energy: -2179.53802 hartree

***

Formula: C3H10NOS
Source: the OMol25 dataset
Level of theory: wB97M-V/def2-TZVPD

```
16
Properties=species:S:1:pos:R:3:forces:R:3
C -2.457 1.318 0.743 -0.20 0.55 -0.13
S -1.570 -0.197 0.343 -0.89 0.25 0.25
H -3.451 1.226 0.307 -0.15 0.09 0.33
H -2.474 1.602 1.813 0.01 -0.52 -0.54
H -2.014 2.186 0.216 0.12 -0.50 0.07
C 1.554 0.098 0.321 -0.95 -0.20 -0.06
O 0.862 1.343 0.279 -0.92 -0.13 -0.06
C 1.391 -0.744 -0.948 -0.25 0.14 -0.33
N 0.874 -2.068 -0.598 0.40 -0.32 -0.02
H 2.568 0.290 0.564 0.94 0.34 0.15
H 1.114 -0.482 1.120 0.14 -0.33 0.49
H -0.104 1.107 0.437 1.85 0.56 -0.07
H 0.648 -0.177 -1.541 0.51 -0.09 -0.31
H 2.347 -0.865 -1.504 -0.72 0.16 0.25
H 0.737 -2.654 -1.413 0.06 0.11 -0.01
H -0.023 -1.983 -0.140 0.06 -0.12 0.00
```
Forces are in eV/Å.

## Properties
E_HOMO (spin up / spin down): -9.21 / -9.22 eV
2S+1: 2
Calculated total energy: -648.39317 hartree
ΔE to the lowest compared entry with this formula, charge and spin: 108.23 kJ/mol

***

Formula: C8H15N2
Source: the OMol25 dataset
Level of theory: wB97M-V/def2-TZVPD

```
25
Properties=species:S:1:pos:R:3:forces:R:3
C -0.075 -2.222 1.175 0.70 1.73 -3.36
C 0.984 -3.277 1.039 1.23 -0.08 -0.10
C 0.762 -3.781 -0.467 0.20 4.14 0.36
C -0.281 -2.812 -1.135 -2.98 -1.25 -1.19
C -0.923 -2.020 -0.042 -0.47 -0.41 2.74
C -1.359 2.959 -0.768 1.24 -2.64 -3.04
C 0.565 4.298 0.318 -2.33 0.27 -0.69
C -0.172 3.024 0.071 2.65 0.32 1.98
N -0.059 -1.008 0.761 0.04 -0.71 0.37
N 0.331 2.037 0.768 -0.93 -2.44 -0.27
H 2.100 -2.902 1.143 -2.53 -0.70 0.24
H 0.710 -4.061 1.695 0.48 -1.00 0.86
H 1.730 -3.651 -0.886 0.71 -0.19 -0.79
H 0.388 -4.718 -0.678 -0.43 -2.26 0.54
H -0.069 -2.111 -1.945 0.94 -0.53 -0.17
H -1.185 -3.505 -1.567 2.14 1.72 0.83
H -1.987 -1.922 0.120 0.00 -0.01 -0.32
H -2.147 3.253 -0.163 -1.81 0.58 1.23
H -1.467 1.867 -1.041 -0.41 1.15 0.26
H -1.403 3.539 -1.735 0.55 -0.30 1.32
H 1.141 4.338 1.178 0.35 -0.12 2.35
H 1.358 4.426 -0.342 1.14 -0.01 -2.23
H -0.094 5.145 0.195 -0.04 0.33 0.18
H 0.948 2.144 1.560 0.50 1.14 -0.28
H 0.204 0.961 0.746 -0.95 1.27 -0.82
```
Forces are in eV/Å.

## Properties
Charge: +1
E_HOMO: -12.30 eV
Calculated total energy: -422.95058 hartree
ΔE to the lowest compared entry with this formula, charge and spin: 377.38 kJ/mol

***

Formula: C4H10N2O
Source: the OMol25 dataset
Level of theory: wB97M-V/def2-TZVPD

```
17
Properties=species:S:1:pos:R:3:forces:R:3
C -0.563 -0.299 0.324 -0.41 0.59 -0.62
C -0.438 1.844 -0.772 0.35 0.03 0.10
C -1.418 -1.526 0.086 0.29 -0.11 0.08
N -0.196 0.419 -0.794 -0.36 -0.72 1.08
N 1.736 0.322 -0.124 -0.36 0.26 -0.27
C 1.133 -0.820 0.702 1.01 0.07 0.05
O 1.483 -0.884 1.896 -0.57 0.21 -0.84
H -0.876 0.292 1.194 0.09 0.02 -0.05
H 1.918 1.137 0.459 0.14 -0.14 -0.10
H 2.507 0.102 -0.750 0.13 -0.08 0.52
H 1.201 -1.712 0.046 -0.34 0.05 0.06
H -0.340 2.303 0.221 -0.03 -0.08 -0.05
H -1.473 1.986 -1.106 0.06 -0.11 0.04
H 0.214 2.349 -1.485 -0.03 -0.02 0.05
H -2.465 -1.260 -0.080 0.07 0.01 -0.02
H -1.057 -2.081 -0.782 -0.03 0.02 0.02
H -1.366 -2.172 0.966 -0.01 -0.01 -0.05
```
Forces are in eV/Å.

## Properties
E_HOMO (spin up / spin down): -8.31 / -8.31 eV
Calculated total energy: -343.00926 hartree
ΔE to the lowest compared entry with this formula, charge and spin: 504.62 kJ/mol